13
Properties=species:S:1:pos:R:3 method="wB97M-V/def2-TZVPD" homo_energy_ev=-15.3 relative_energy_ev=1.506 total_charge=+1
O -2.172 0.507 -2.001
H -2.045 1.323 -2.462
H -2.743 -0.035 -2.556
H -1.303 -0.195 -0.314
C 0.682 -1.516 0.668
S 0.004 0.039 0.041
C 1.167 1.206 0.998
H 1.634 -1.717 0.179
H 0.014 -2.348 0.469
H 0.878 -1.450 1.737
H 0.890 2.213 0.691
H 0.916 1.080 2.041
H 2.078 0.892 0.509